Entry 1:
Formula: C25H49NO2P2Pb
Source: the OMol25 dataset
Level of theory: ωB97M-V/def2-TZVPD

Values from the calculation:
- Energy: -2061.1041 Ha
- HOMO level: -20.86 eV
- LUMO energy: -15.50 eV

ORCA input file:
```
! RIJCOSX wB97M-V def2-TZVPD def2/J DEFGRID3
* xyz 4 1
Pb -0.00258 -0.18444 -0.09468
C 0.03356 1.49061 -1.91555
O -0.28033 1.97515 -2.91642
C 0.13903 -1.55780 1.93131
O -0.03463 -2.41298 2.68159
P 1.80099 -1.68030 -1.39544
C 3.49402 -1.04447 -0.99555
H 4.19176 -1.73275 -1.49533
C 1.68078 -3.39174 -0.61509
H 1.77623 -3.19780 0.46725
C 1.60253 -1.44613 -3.24615
H 1.82326 -0.37913 -3.42326
C -2.32621 3.15826 0.29719
P -1.15072 2.02933 1.27493
H 0.32247 3.45725 2.50499
H -1.70088 3.66188 -0.45893
C -1.83222 1.65483 3.03297
H -2.21534 2.61346 3.40956
C 0.32889 -4.08240 -0.83436
H 0.31029 -5.02164 -0.26379
H 0.17594 -4.33495 -1.89088
H -0.51558 -3.47129 -0.49818
C 2.84530 -4.26119 -1.06399
H 2.78680 -4.47821 -2.13456
H 2.80618 -5.21914 -0.53364
H 3.81795 -3.80918 -0.84572
C 2.62831 -2.29004 -3.98520
H 3.65726 -2.11206 -3.65739
H 2.58024 -2.05453 -5.05463
H 2.40587 -3.35630 -3.88042
C 0.18946 -1.73067 -3.77453
H 0.17209 -1.50386 -4.85100
H -0.59245 -1.13930 -3.29067
H -0.06536 -2.78885 -3.65148
C 3.72427 0.34825 -1.59996
H 3.62113 0.35250 -2.69256
H 4.74747 0.65569 -1.35344
H 3.03909 1.09975 -1.18561
C 3.81057 -1.08960 0.50782
H 3.17220 -0.40818 1.08642
H 4.85170 -0.76332 0.63363
H 3.71656 -2.09803 0.93203
C -2.90890 4.20909 1.23251
H -2.15678 4.78432 1.78361
H -3.59185 3.74702 1.95339
H -3.49502 4.92903 0.64889
C -3.44884 2.42625 -0.45459
H -4.11556 1.91087 0.24395
C 1.77257 2.12399 1.65156
H -3.08175 1.70053 -1.18858
H -4.04408 3.18154 -0.98653
C 0.67542 4.05839 0.47122
H 2.06038 1.69968 0.67225
H 2.61371 2.76505 1.96296
H 1.71100 1.30566 2.38039
C 0.48226 2.97156 1.53367
H 1.64623 4.55145 0.60711
H -0.09865 4.82962 0.52573
H 0.66604 3.62729 -0.53580
C -0.72665 1.17163 3.97643
H -0.30194 0.22870 3.60919
H -1.17426 0.97592 4.95980
H 0.07575 1.90589 4.11657
C -2.99652 0.65658 3.05908
H -2.67114 -0.33873 2.73912
H -3.84602 0.96130 2.43731
H -3.35538 0.56788 4.09493
H 4.55308 3.14617 0.72344
H 4.95510 2.62277 0.36877
C -4.99293 -2.24514 -1.09348
C -4.00682 -2.86817 -1.89797
C -2.64446 -2.55827 -1.71178
N -2.22473 -1.71025 -0.73763
C -3.16118 -0.99690 -0.07472
C -4.53621 -1.27607 -0.18664
H -6.06768 -2.43025 -1.24789
H -4.28429 -3.52010 -2.70921
H -1.85527 -2.95312 -2.36624
H -2.84119 -0.15590 0.56640
H -5.25347 -0.69234 0.41413
*
```


Entry 2:
Formula: C25H49NO9Rb
Source: the OMol25 dataset
Level of theory: ωB97M-V/def2-TZVPD

Values from the calculation:
- Energy: -1737.8605 Ha
- HOMO level: -2.12 eV
- LUMO energy: 1.07 eV

ORCA input file:
```
! RIJCOSX wB97M-V def2-TZVPD def2/J DEFGRID3
* xyz -1 1
Rb 0.44069 -2.68003 -2.18844
O 0.24083 1.78266 -0.23359
C -0.52350 0.74059 -0.30323
O -1.73823 0.92266 -0.25099
O -0.01296 -0.36407 -0.39795
H -0.49610 2.39311 -0.15688
C 0.12314 -6.75650 -0.97124
C -0.64239 -6.65163 0.39883
C 0.13320 -7.47630 1.51283
C 1.48316 -7.05129 1.89879
C 1.34547 -5.63142 2.45911
C 0.60707 -4.57956 1.61555
N -0.61221 -5.20028 0.87154
O -1.51536 -4.25398 0.26862
C 1.63139 -3.90391 0.66003
C 0.11765 -3.49784 2.60348
C -1.96119 -7.32843 0.31029
H 1.17686 -6.49413 -1.06573
H -0.45293 -6.05349 -1.57293
H 0.09135 -7.66147 -1.57798
H 0.14606 -8.50824 1.16207
H -0.55567 -7.49386 2.35738
H 2.25008 -7.02152 1.12481
H 1.87403 -7.73595 2.65150
H 2.36595 -5.33314 2.69944
H 0.75913 -5.76272 3.36854
H 2.55585 -3.71817 1.20681
H 1.25601 -2.95827 0.26892
H 1.81903 -4.69166 -0.06959
H -0.11294 -2.54598 2.12503
H 0.74053 -3.24425 3.46127
H -0.83781 -3.83153 3.00829
H -2.70829 -6.98758 1.02706
H -1.93697 -8.41079 0.43677
H -2.34413 -7.02122 -0.66289
C -3.34459 2.29884 2.68937
C -3.29082 3.03042 3.95303
O -3.08207 2.50661 5.02322
C -3.36560 4.51670 3.97728
H -3.19687 1.23412 2.87003
H -2.70086 2.70818 1.91080
H -4.34964 2.44055 2.29199
H -3.64135 4.86237 4.97355
H -4.14265 4.69468 3.23389
H -2.32572 4.74752 3.74607
C 3.32092 0.23508 0.96485
C 3.34112 1.66520 1.44572
O 3.75750 1.97003 2.53049
C 3.41465 2.69470 0.30388
H 3.16501 -0.46488 1.78574
H 4.31512 0.07136 0.54908
H 2.54756 0.10761 0.20737
H 4.01794 2.51972 -0.58692
H 3.84477 3.58309 0.76633
H 2.41512 2.91868 -0.06879
C -1.39034 4.61275 -4.07157
C -0.63355 5.25818 -2.93050
O -0.77027 4.76373 -1.76178
C 0.03247 6.57639 -3.04738
H -1.80734 3.61853 -3.91111
H -0.70155 4.61790 -4.91634
H -2.07555 5.43837 -4.26377
H 0.18459 6.98014 -2.04640
H -0.63925 7.24251 -3.58882
H 1.01240 6.43445 -3.50312
C -0.19538 0.18035 -6.22931
C 0.47144 1.07195 -5.16615
O 0.91290 2.19236 -5.42480
C 0.82274 0.48173 -3.78436
H -1.09353 -0.28618 -5.82463
H 0.54721 -0.57590 -6.48376
H -0.43284 0.82688 -7.07413
H 1.60239 -0.27653 -3.85718
H -0.01231 -0.06610 -3.34768
H 1.18186 1.20682 -3.05404
C 0.47084 4.60486 1.51418
C -0.15926 5.92352 1.95967
O -0.20160 6.34153 3.05194
C -0.99758 6.58180 0.88332
H 0.88237 4.55558 0.50606
H -0.07113 3.68091 1.71590
H 1.26271 4.52042 2.25844
H -1.25118 7.61999 1.09770
H -1.86289 5.92868 0.77024
H -0.49465 6.61393 -0.08318
*
```


Entry 3:
Formula: C25H50Br23F2NO2S
Source: the OMol25 dataset
Level of theory: ωB97M-V/def2-TZVPD

Values from the calculation:
- Energy: -60988.0207 Ha
- HOMO level: -9.67 eV
- LUMO energy: -0.30 eV

ORCA input file:
```
! RIJCOSX wB97M-V def2-TZVPD def2/J DEFGRID3
* xyz 0 1
C 3.84942 -3.86831 -1.34015
C 4.99102 -3.74524 -0.29141
C 4.50333 -4.36858 0.99313
F 4.01197 -5.63621 0.73540
N 5.47254 -4.44963 2.13065
Br 7.12824 -3.63613 1.86311
S 5.70879 -5.97298 2.77189
O 6.22570 -6.89341 1.82093
O 6.48211 -5.80129 3.95432
F 4.29755 -6.40643 3.18091
H 3.90517 -4.81396 -1.87194
H 3.92405 -3.04354 -2.03633
H 2.91265 -3.82886 -0.79447
H 5.16089 -2.67922 -0.15763
H 5.86183 -4.25894 -0.69322
H 3.65824 -3.77463 1.35248
Br 2.39862 -2.18267 -4.50476
C 0.55062 -2.75499 -4.75545
C -0.18070 -2.90065 -3.44900
Br 0.32023 -4.52421 -2.50347
H 0.58415 -3.67615 -5.32880
H 0.09144 -1.97060 -5.35369
H -1.25357 -2.98697 -3.61395
H 0.00949 -2.07405 -2.77269
Br 4.78156 0.68714 0.36745
C 2.87498 0.93712 0.69931
C 2.15001 -0.37396 0.77767
Br 1.90047 -1.14973 -0.98700
H 2.49628 1.56884 -0.09749
H 2.81180 1.46761 1.64691
H 1.14207 -0.24187 1.16882
H 2.67646 -1.11047 1.37516
Br 6.12011 -7.24078 9.83730
C 7.18963 -7.27949 8.21064
C 6.39872 -7.76909 7.02956
Br 6.13840 -9.70227 7.08577
H 8.05444 -7.89997 8.41987
H 7.50753 -6.25179 8.05099
H 6.93640 -7.57177 6.10497
H 5.41029 -7.32666 6.97080
Br 1.63263 3.76177 -3.17803
C 3.37502 3.63162 -2.32269
C 4.44243 3.09657 -3.23323
Br 4.22962 1.17859 -3.49091
H 3.23564 2.99390 -1.45725
H 3.61241 4.64126 -1.99596
H 5.42049 3.23122 -2.77664
H 4.43988 3.54729 -4.21749
Br 1.00486 -1.78178 4.03396
C -0.85978 -1.31415 4.33754
C -1.70643 -1.51279 3.10989
Br -1.44801 -0.10032 1.79251
H -0.86989 -0.28800 4.68951
H -1.19162 -1.97563 5.13443
H -2.76084 -1.46382 3.37251
H -1.50318 -2.45152 2.60486
Br -1.76831 5.47107 0.45971
C -2.06325 5.13158 -1.43401
C -3.10516 4.06679 -1.65391
Br -2.39286 2.29263 -1.29128
H -1.10047 4.86090 -1.85694
H -2.38970 6.08189 -1.85064
H -3.41255 4.04862 -2.69744
H -3.97608 4.19157 -1.02144
Br -4.16043 -4.43326 -3.01055
C -3.53813 -5.75570 -4.29625
C -2.93211 -5.11414 -5.51433
Br -4.28867 -4.38785 -6.70369
H -4.38888 -6.38540 -4.53422
H -2.78907 -6.34008 -3.76581
H -2.39473 -5.85363 -6.10367
H -2.26502 -4.29586 -5.26506
Br 5.82475 6.59413 -2.78345
C 5.72938 7.38052 -4.55882
C 4.31402 7.59152 -5.01949
Br 3.45424 5.94066 -5.59936
H 6.29056 6.72879 -5.22028
H 6.23997 8.33667 -4.47066
H 4.30540 8.23458 -5.89667
H 3.67865 8.01790 -4.25037
Br -5.30466 6.76981 -0.54690
C -7.15022 6.14018 -0.53421
C -7.63824 5.85276 0.85860
Br -6.89798 4.18691 1.53917
H -7.18226 5.26514 -1.17521
H -7.73176 6.94116 -0.98534
H -8.71748 5.71691 0.86073
H -7.37063 6.62855 1.56656
Br -4.04203 -4.27617 1.26316
C -5.61932 -5.39252 1.04394
C -6.69545 -4.68947 0.26182
Br -7.61220 -3.35253 1.33760
H -5.94285 -5.67748 2.03943
H -5.27536 -6.27374 0.50689
H -7.46546 -5.39504 -0.04180
H -6.30802 -4.17774 -0.61275
Br -6.03174 8.82800 2.74123
C -7.25271 10.29411 3.11410
C -8.27354 9.91177 4.15104
Br -9.64335 8.74560 3.40805
H -7.70422 10.57484 2.16841
H -6.62852 11.10896 3.47396
H -8.80344 10.79192 4.50815
H -7.83626 9.38476 4.99237
*
```


Entry 4:
Formula: C25H50F6GeN5O7S3Si3Sn
Source: the OMol25 dataset
Level of theory: ωB97M-V/def2-TZVPD

Values from the calculation:
- ⟨S²⟩: 0.768
- Energy: -6736.3926 Ha
- HOMO level (alpha / beta): -6.22 / -6.21 eV
- LUMO energy (alpha / beta): -0.60 / -0.96 eV
- Energy relative to the best compared isomer or geometry (same formula, charge and spin): 113.2 kcal/mol

ORCA input file:
```
! RIJCOSX wB97M-V def2-TZVPD def2/J DEFGRID3
* xyz 0 2
Sn 0.65734 -0.97621 0.16617
N 1.82758 0.34471 1.87568
C 0.93576 0.47075 3.03717
C -0.50473 0.66059 2.57785
N -1.00073 -0.44228 1.74711
C -1.76679 -1.50225 2.40313
C -0.84325 -2.60621 2.88916
N -0.04836 -3.00811 1.72598
H 1.97286 1.23969 1.42412
H 2.73601 -0.00848 2.15855
H 1.02322 -0.44903 3.61808
H 1.20287 1.30109 3.69693
H -1.14068 0.80741 3.45893
H -0.54526 1.56395 1.96656
H -1.53726 -0.05664 0.98017
H -2.37751 -1.13590 3.23562
H -2.43094 -1.93168 1.64584
H -0.16865 -2.23381 3.66025
H -1.43262 -3.41604 3.32828
H 0.78940 -3.52628 1.97980
H -0.58889 -3.59687 1.10060
F 4.70552 -4.29625 -0.68679
C 5.07190 -3.84337 0.52894
F 5.54554 -4.85765 1.22030
F 6.00284 -2.91091 0.35392
S 3.51892 -3.11056 1.29700
O 2.79309 -2.69270 0.10117
O 2.94037 -4.17893 2.07052
N 3.84354 -1.79611 2.12190
S 4.71682 -1.76370 3.48613
O 4.84751 -0.39513 3.87085
O 5.86266 -2.62390 3.43448
C 3.67344 -2.49103 4.86185
F 3.91775 -1.78272 5.96648
F 3.97715 -3.75724 5.09351
F 2.35985 -2.38703 4.58310
C 1.48074 2.78996 -2.29256
Si -0.30477 2.19705 -2.18526
C -1.30900 3.62163 -2.92336
C -0.54129 0.75654 -3.39399
Ge -0.78065 1.45178 0.04981
Si -3.13019 1.95039 0.05400
C -3.98569 3.56907 -0.42227
C -3.87710 0.81441 -1.35920
C -4.13230 1.38070 1.56543
Si -0.08456 3.40736 1.29484
C -0.61403 5.06236 0.55428
C -0.76261 3.44983 3.06442
C 1.79404 3.49459 1.46230
H 1.82703 2.82374 -3.33311
H 2.14770 2.12609 -1.73274
H 1.57534 3.79867 -1.87325
H -0.84694 3.95496 -3.86191
H -1.35531 4.47984 -2.24468
H -2.33900 3.31451 -3.14975
H 0.11298 0.85397 -4.26978
H -1.57598 0.70752 -3.76184
H -0.31324 -0.19938 -2.90183
H -3.62236 3.95375 -1.38293
H -3.79794 4.34465 0.32863
H -5.07211 3.43330 -0.49224
H -3.16222 0.70166 -2.17797
H -4.83265 1.15857 -1.76239
H -4.99921 -0.92875 -1.12834
H -3.77675 1.89602 2.46656
H -4.04137 0.30373 1.75829
H -5.19751 1.61609 1.45778
H -1.69638 5.08611 0.38836
H -0.12566 5.24070 -0.41212
H -0.35146 5.89003 1.22620
H -1.83392 3.20902 3.09295
H -0.63688 4.45250 3.49155
H -0.24451 2.74281 3.72757
H 2.27591 3.35339 0.48676
H 2.18748 2.72253 2.13722
H 2.10828 4.46910 1.85665
C 3.13019 -1.51342 -3.17340
S 3.19680 0.17406 -2.57293
C 4.65166 0.02710 -1.54312
O 2.03235 0.34171 -1.61315
H 4.03127 -1.71603 -3.75706
H 2.24229 -1.59489 -3.80274
H 3.04445 -2.18774 -2.32330
H 5.49365 -0.34340 -2.13377
H 4.41590 -0.64419 -0.72241
H 4.87598 1.02237 -1.15834
O -0.04220 -2.58266 -1.61728
C -1.25863 -2.37287 -1.78744
N -1.99133 -1.58495 -0.92784
C -3.19100 -1.58448 -1.41575
O -4.11217 -0.64067 -0.85475
C -3.39198 -2.31113 -2.62764
C -4.45568 -2.54098 -3.50709
C -4.21507 -3.32928 -4.61602
C -2.95205 -3.89392 -4.85063
C -1.90073 -3.67435 -3.97455
C -2.12680 -2.87679 -2.86324
H -5.43977 -2.11817 -3.33882
H -5.01336 -3.50915 -5.32475
H -2.80773 -4.50633 -5.73096
H -0.91826 -4.10188 -4.14443
*
```


Entry 5:
Formula: C25H50N2O2P2Sn
Source: the OMol25 dataset
Level of theory: ωB97M-V/def2-TZVPD

Values from the calculation:
- Energy: -2137.9348 Ha
- HOMO level (alpha / beta): -19.59 / -20.87 eV
- LUMO energy (alpha / beta): -14.09 / -14.36 eV
- Energy relative to the best compared isomer or geometry (same formula, charge and spin): 0.0 kcal/mol

ORCA input file:
```
! RIJCOSX wB97M-V def2-TZVPD def2/J DEFGRID3
* xyz 4 1
Sn -1.12486 0.24569 -0.81831
C -3.16557 0.74023 -2.11653
O -4.00392 1.52117 -2.26169
C -2.03678 -1.89322 -0.02985
O -1.72134 -2.97710 0.20995
P 0.47388 -0.60323 -2.77167
C 2.05225 -1.56337 -2.46808
H 2.32683 -2.06032 -3.41130
C -0.58080 -1.81312 -3.75731
H -1.05729 -2.41175 -2.96062
C 0.98753 0.77481 -3.91164
H 1.74289 1.31168 -3.31165
C -2.09514 3.41141 1.62591
P -1.69709 1.59221 1.84461
H -1.37472 1.91954 4.20095
H -1.09184 3.82680 1.44420
C -3.35351 0.98897 2.51952
H -3.71122 1.85501 3.09631
C -1.68387 -1.12960 -4.56313
H -1.27587 -0.48446 -5.35476
H -2.35947 -0.53984 -3.92606
H -2.28926 -1.90739 -5.05718
C 0.23036 -2.76688 -4.63426
H -0.46218 -3.43977 -5.16189
H 0.90602 -3.40252 -4.04971
H 0.82199 -2.22999 -5.39019
C 1.67782 0.27467 -5.18573
H 2.53998 -0.37138 -4.98054
H 2.06251 1.13025 -5.76194
H 0.98726 -0.26576 -5.84622
C -0.12254 1.78462 -4.23811
H 0.33308 2.77733 -4.35444
H -0.87309 1.87543 -3.44709
H -0.63470 1.55256 -5.17917
C 3.23269 -0.66357 -2.09290
H 3.53228 0.00660 -2.91325
H 4.09538 -1.29077 -1.81925
H 2.98855 -0.05756 -1.21172
C 1.78628 -2.62996 -1.40128
H 1.47560 -2.13992 -0.46820
H 2.71084 -3.18765 -1.18516
H 1.01554 -3.35405 -1.70295
C -2.70313 4.10042 2.85707
H -2.12603 3.94063 3.77879
H -3.74029 3.77190 3.02171
H -2.73715 5.18381 2.65837
C -2.94096 3.69143 0.38480
H -4.01303 3.63036 0.60044
C -0.02826 0.28538 3.74072
H -2.71867 3.02908 -0.45728
H -2.73814 4.71756 0.05261
C 0.42346 2.70405 3.29034
H 0.91781 0.15934 3.19723
H 0.17924 0.26349 4.82190
H -0.66868 -0.57151 3.50720
C -0.66866 1.63818 3.40082
H 1.03646 2.68766 4.20270
H 0.01993 3.71680 3.18646
H 1.07748 2.48532 2.43265
C -3.24398 -0.22580 3.44411
H -2.75599 -1.07237 2.93682
H -4.25709 -0.54728 3.73365
H -2.69724 -0.00556 4.37084
C -4.29622 0.69003 1.35115
H -4.63282 1.59765 0.83711
H -5.18473 0.16422 1.73128
H -3.81022 0.03462 0.60801
H 2.69209 1.26571 0.51055
H 2.57741 1.91400 0.89393
N 4.81226 -3.58686 4.14389
C 3.92810 -2.87634 3.40971
C 4.34868 -1.70739 2.73227
C 3.49261 -1.16930 1.77189
N 2.27180 -1.66740 1.52420
C 1.82007 -2.70073 2.25307
C 2.60008 -3.33311 3.22053
H 5.77395 -3.29244 4.22782
H 4.54655 -4.45451 4.58403
H 5.34649 -1.28838 2.86357
H 3.80160 -0.30239 1.17996
H 0.80346 -3.06322 2.05457
H 2.22726 -4.21286 3.74280
*
```


> Which of these has the lowest energy?

C25H50Br23F2NO2S